# 1
Computed, not measured: a structure of composition C26H24ClN4O7Sm at a distorted geometry, with ωB97M-V/def2-TZVPD.

```
! wB97M-V def2-TZVPD RIJCOSX def2/J DEFGRID3
* xyz 0 6
Sm 0.339 -0.417 -0.204
O -0.401 -2.135 1.366
C -0.299 -3.012 0.498
C -0.229 -4.505 0.746
C -0.159 -5.080 -0.663
C -0.139 -3.842 -1.551
O -0.029 -3.843 -2.763
N -0.255 -2.704 -0.805
H -1.102 -4.825 1.316
H 0.659 -4.725 1.338
H -1.012 -5.711 -0.911
H 0.743 -5.663 -0.844
C 1.777 2.390 3.914
C 0.469 1.671 4.036
C -0.389 1.978 5.087
C -1.626 1.365 5.195
Cl -2.641 1.738 6.537
C -2.061 0.464 4.236
C -1.212 0.152 3.192
C 0.057 0.716 3.104
O 0.876 0.351 2.031
C 1.979 -0.501 2.395
C 2.866 -0.716 1.097
O 4.031 -0.388 1.154
O 2.251 -1.249 0.122
H 1.642 3.432 4.192
H 2.159 2.335 2.898
H 2.514 1.965 4.595
H -0.081 2.705 5.823
H -3.039 0.011 4.298
H -1.532 -0.550 2.432
H 1.596 -1.468 2.757
H 2.598 -0.028 3.163
C -0.244 -1.887 -5.808
C -0.169 -0.840 -4.767
C -0.285 0.532 -4.851
C -0.156 1.006 -3.542
N 0.015 -0.020 -2.695
N 0.014 -1.129 -3.472
C -0.199 2.445 -3.162
H -0.339 -1.424 -6.785
H -1.101 -2.530 -5.621
H 0.646 -2.511 -5.782
H -0.445 1.123 -5.728
H 0.123 -2.084 -3.102
H -0.404 3.031 -4.055
H 0.752 2.773 -2.744
H -0.981 2.643 -2.431
O -2.882 2.391 0.605
C -1.719 2.595 0.348
N -0.777 1.607 0.102
C 0.422 2.177 -0.162
O 1.433 1.525 -0.471
C 0.304 3.648 -0.105
C 1.218 4.641 -0.377
C 0.754 5.951 -0.352
C -0.567 6.234 -0.046
C -1.482 5.225 0.241
C -1.032 3.924 0.195
H 2.245 4.405 -0.605
H 1.438 6.753 -0.578
H -0.900 7.260 -0.027
H -2.508 5.462 0.477
*
```

Output
largest force on an atom: 2.7 eV Å⁻¹
total energy: -2869.27377 hartree

Atomic partial charges in e from the Löwdin method, atoms 1 to 8:
1. Sm 1.851
2. O -0.076
3. C -0.517
4. C -0.062
5. C -0.067
6. C -0.462
7. O 0.051
8. N 0.028

***

# 2
Computed, not measured: a structure of composition C26H24CoN2OS6 at a distorted geometry, with ωB97M-V/def2-TZVPD.

```
! wB97M-V def2-TZVPD RIJCOSX def2/J DEFGRID3
* xyz -1 5
Co 0.635 -0.294 0.419
S -3.150 -5.620 4.757
C -2.461 -4.448 3.799
S -3.038 -2.831 3.661
C -1.822 -2.090 2.619
C -0.855 -3.006 2.132
S 0.468 -2.613 1.202
S -1.159 -4.699 2.660
S -1.970 -0.463 2.308
S 2.356 1.495 -0.840
C 3.388 0.352 -0.121
C 4.831 0.441 -0.056
C 5.591 -0.576 0.505
C 4.921 -1.671 1.106
C 3.547 -1.625 1.120
N 2.778 -0.672 0.522
H 5.325 1.234 -0.590
H 6.669 -0.582 0.458
H 5.407 -2.461 1.721
H 3.025 -2.448 1.619
C 0.534 4.131 2.209
N 0.845 2.951 3.018
C 1.298 3.164 4.369
C 0.720 1.715 2.464
C 1.148 0.546 3.310
O 0.357 1.584 1.292
H 1.220 4.969 2.442
H -0.501 4.472 2.387
H 0.653 3.955 1.141
H 2.398 3.057 4.513
H 0.818 2.409 5.041
H 1.040 4.194 4.670
H 0.463 0.241 4.076
H 2.083 0.742 3.803
H 1.300 -0.352 2.688
C -3.591 2.477 -4.519
C -2.533 1.587 -4.708
C -1.930 0.987 -3.595
C -2.327 1.270 -2.282
C -3.444 2.088 -2.135
C -4.049 2.703 -3.211
C -1.488 0.803 -1.157
C -0.712 -0.277 -1.055
C -0.875 -1.341 -2.093
C -2.029 -2.117 -2.080
C -2.190 -3.150 -2.974
C -1.204 -3.511 -3.877
C -0.009 -2.773 -3.894
C 0.138 -1.663 -3.020
H -4.034 3.005 -5.347
H -2.165 1.354 -5.671
H -1.033 0.389 -3.743
H -3.761 2.323 -1.116
H -4.931 3.332 -3.080
H -1.430 1.476 -0.331
H -2.777 -1.880 -1.344
H -3.088 -3.711 -3.001
H -1.284 -4.375 -4.564
H 0.795 -3.044 -4.555
H 1.090 -1.156 -3.076
*
```

Output
largest force on an atom: 1.7 eV Å⁻¹
total energy: -4961.86415 hartree

Atomic partial charges in e from the natural (NBO) method, atoms 1 to 8:
1. Co 1.319
2. S -0.103
3. C -0.558
4. S 0.455
5. C -0.442
6. C -0.390
7. S -0.141
8. S 0.427

***

# 3
Computed, not measured: an isolated molecule of C26H24F2N6O4S2 at a distorted geometry, with ωB97M-V/def2-TZVPD.

```
! wB97M-V def2-TZVPD RIJCOSX def2/J DEFGRID3
* xyz 0 1
C -1.291 4.690 -3.937
N -0.987 5.542 -2.815
S 0.628 5.682 -2.439
O 0.742 6.640 -1.380
O 1.340 5.900 -3.661
C 1.104 4.073 -1.786
C 1.499 3.072 -2.652
C 1.810 1.825 -2.142
C 1.736 1.581 -0.771
C 1.340 2.605 0.087
C 1.020 3.849 -0.425
H 0.719 4.663 0.216
H 1.252 2.443 1.151
C 2.008 0.183 -0.325
O 1.982 -0.753 -1.101
N 2.239 0.003 1.000
H 2.349 0.790 1.616
C 2.351 -1.322 1.561
C 1.214 -1.653 2.463
N 1.300 -2.394 3.533
N 0.085 -2.488 4.087
C -0.739 -1.789 3.359
N -0.077 -1.233 2.293
C -0.646 -0.461 1.258
C -1.171 0.791 1.554
C -1.702 1.566 0.541
C -1.701 1.063 -0.748
C -1.225 -0.200 -1.049
C -0.697 -0.973 -0.033
H -0.316 -1.960 -0.243
H -1.261 -0.567 -2.061
F -2.175 1.838 -1.744
H -2.107 2.545 0.741
H -1.159 1.152 2.572
S -2.467 -1.648 3.575
C -2.877 -3.425 3.359
H -2.502 -3.976 4.219
C -2.271 -3.850 2.031
O -2.816 -3.622 0.976
N -1.044 -4.424 2.171
C -0.085 -4.654 1.174
C -0.373 -4.563 -0.186
C 0.630 -4.753 -1.120
C 1.911 -5.039 -0.687
C 2.217 -5.142 0.659
C 1.213 -4.949 1.588
H 1.441 -5.010 2.642
H 3.225 -5.367 0.968
F 2.889 -5.227 -1.595
H 0.424 -4.680 -2.175
H -1.378 -4.344 -0.507
H -0.687 -4.539 3.112
H -3.964 -3.458 3.311
H 2.364 -2.017 0.712
H 3.279 -1.443 2.127
H 2.111 1.015 -2.789
H 1.572 3.287 -3.706
C -1.875 5.428 -1.686
H -2.867 5.778 -1.972
H -1.953 4.395 -1.329
H -1.482 6.067 -0.899
H -0.508 4.837 -4.676
H -2.248 4.989 -4.364
H -1.344 3.633 -3.651
*
```

Output
SMILES: CN(C)S(=O)(=O)c1ccc(C(=O)NCc2nnc(SCC(=O)Nc3ccc(F)cc3)n2-c2ccc(F)cc2)cc1
largest force on an atom: 1.2 eV Å⁻¹
total energy: -2630.82371 hartree

Atomic partial charges in e from the natural (NBO) method, atoms 1 to 8:
1. C -0.431
2. N -0.657
3. S 2.328
4. O -0.939
5. O -0.934
6. C -0.314
7. C -0.198
8. C -0.152

***

# 4
Computed, not measured: a cluster of 2 separate species, C26H24F3NO2S in total at a distorted geometry, with ωB97M-V/def2-TZVPD.

```
! wB97M-V def2-TZVPD RIJCOSX def2/J DEFGRID3
* xyz 0 1
C -5.677 0.308 4.464
C -4.195 0.122 4.344
C -3.649 -1.170 4.317
C -2.357 -1.388 3.865
C -1.503 -0.285 3.543
C -0.219 -0.499 2.956
S 1.082 0.517 3.473
C 2.504 -0.573 4.088
F 3.622 0.191 4.215
F 2.288 -1.187 5.267
F 2.734 -1.532 3.158
O 1.649 1.207 2.326
O 0.724 1.223 4.685
C -2.017 1.026 3.805
C -3.320 1.211 4.220
H -5.968 1.361 4.497
H -6.225 -0.144 3.626
H -6.057 -0.186 5.362
H -4.285 -2.003 4.618
H -1.957 -2.400 3.757
H 0.014 -1.250 2.198
H -1.367 1.879 3.624
H -3.672 2.220 4.414
C 3.686 -1.123 0.527
C 3.338 -0.252 -0.597
N 4.205 0.679 -1.031
C 3.725 1.310 -2.178
C 2.471 0.733 -2.495
C 1.926 1.030 -3.740
C 2.552 1.993 -4.542
C 3.750 2.625 -4.159
C 4.383 2.244 -2.967
C 2.142 -0.201 -1.388
C 0.959 -0.874 -1.116
C -0.124 -0.881 -2.082
C -0.764 0.336 -2.417
C -1.774 0.374 -3.363
C -2.130 -0.785 -4.061
C -3.229 -0.698 -5.065
C -1.491 -1.998 -3.767
C -0.548 -2.062 -2.748
H 2.923 -1.902 0.613
H 4.675 -1.602 0.408
H 3.702 -0.513 1.439
H 5.092 0.873 -0.574
H 1.048 0.490 -4.088
H 2.098 2.263 -5.494
H 4.195 3.395 -4.796
H 5.340 2.655 -2.639
H 0.868 -1.427 -0.178
H -0.447 1.253 -1.916
H -2.288 1.310 -3.594
H -3.483 -1.668 -5.489
H -4.143 -0.289 -4.625
H -2.964 -0.027 -5.887
H -1.759 -2.893 -4.340
H -0.083 -3.013 -2.475
*
```

Output
largest force on an atom: 3.1 eV Å⁻¹
total energy: -1908.05193 hartree

Atomic partial charges in e from the natural (NBO) method, atoms 1 to 8:
1. C -0.621
2. C -0.061
3. C -0.220
4. C -0.218
5. C -0.048
6. C -0.862
7. S 2.069
8. C 0.717